--- P ---
Molecular formula: H20NO8
Method: DFT, wB97M-V/def2-TZVPD

Geometry (Å):
1 H 2.7880 0.0002 1.4907
2 O -1.3578 1.2508 1.7405
3 H -0.1140 -3.6371 0.3502
4 H 3.1491 -1.4530 1.7821
5 H -2.0205 0.7324 2.2173
6 H 0.7624 0.1898 -0.2832
7 H -3.8958 -0.2375 1.8579
8 O -1.5163 -0.5224 -2.8183
9 H -0.5276 -3.5874 -1.1184
10 O 1.8113 1.6470 -0.0822
11 H -1.3229 2.8268 0.8318
12 H -0.6774 0.3373 0.3599
13 O -0.8730 3.4902 0.2630
14 O -0.4605 -3.0414 -0.3262
15 O 2.8060 -0.8745 1.0890
16 H -3.7581 -0.7598 0.4354
17 H 3.4524 -0.4228 -0.8468
18 O 3.4371 -0.6454 -1.7869
19 O -3.3076 -0.7511 1.2888
20 N -0.1845 -0.2301 -0.3577
21 H -2.0670 -0.2142 -3.5486
22 H -0.2447 -1.2243 -0.0751
23 H 1.1710 2.3443 -0.3213
24 H -0.7413 1.5605 2.4208
25 H -0.5327 4.1608 0.8674
26 H 2.3750 2.0631 0.5803
27 H 4.0599 -1.3746 -1.8748
28 H -0.6248 -0.1435 -1.2883
29 H -1.5855 -1.4841 -2.8472

The LUMO energy comes out at -2.9 eV. Its net charge is +1. The calculation puts the HOMO-LUMO gap at 10.45 eV.

---

--- Q ---
Molecular formula: H20NO8
Method: DFT, wB97M-V/def2-TZVPD

Geometry (Å):
1 H -0.4198 0.7079 1.4622
2 O -2.4638 3.9151 2.8779
3 H -1.7381 4.3962 3.2756
4 H 3.1744 -1.6712 5.2616
5 H 0.1431 -2.1728 -4.9755
6 O 3.5472 -1.6959 -2.0506
7 O 4.8136 2.7708 -1.3191
8 H -0.7910 -0.8811 1.6665
9 H -4.1214 -3.0277 3.5718
10 H 4.1632 -2.4259 -1.9875
11 O -2.8379 -2.5347 -2.6570
12 H -2.8546 -3.3504 -2.1565
13 H 4.3770 2.0303 -1.7402
14 H -4.8461 -1.7536 3.1933
15 O 0.7204 -1.6925 -5.5690
16 O -1.8203 3.1757 -1.9007
17 H 3.3392 -1.6372 -2.9831
18 H 0.2108 -0.4305 0.4295
19 H -2.7548 3.2377 -1.7030
20 O -4.0204 -2.0760 3.5547
21 H 0.6497 -0.2731 2.0890
22 H -3.3619 -2.7205 -3.4362
23 O 2.8459 -0.7759 5.1800
24 H 5.7418 2.6460 -1.5166
25 H -3.0873 4.5932 2.6178
26 H -1.5884 4.0412 -2.2375
27 H 2.7868 -0.4588 6.0812
28 H 0.2616 -1.7008 -6.4091
29 N -0.0689 -0.2356 1.3802

The LUMO energy comes out at -3.7 eV. Its net charge is +1. The calculation puts the HOMO-LUMO gap at 9.62 eV.

---

The calculated energies rank the structures as follows, beginning with the most stable: P, Q.